[1]
Formula: C12H23Cl2NNdO3P
Source: the Open Molecules 2025 dataset
Level of theory: the ωB97M-V functional and the def2-TZVPD basis

The geometry in XYZ format:
```
43
C12H23Cl2NNdO3P, DFT the ωB97M-V functional and the def2-TZVPD basis
H 1.46 0.80 4.13
Cl 2.18 -1.26 -1.60
O 0.48 0.15 1.27
H -0.48 -0.64 6.00
H 0.06 -3.96 -2.94
Nd 0.99 1.31 -0.50
C -1.30 1.33 -4.26
O -0.38 -1.81 -1.50
C 1.00 -3.48 -2.65
H -2.15 -1.06 4.17
C 0.62 -1.05 3.35
H 1.80 -0.78 -4.51
H 1.58 -3.21 -3.55
H -3.12 0.32 3.62
H 1.33 2.33 -4.90
H -1.66 2.25 -3.79
C -2.10 -0.04 3.77
H -1.09 1.81 4.26
C -1.38 0.88 4.76
H 1.60 -4.12 -1.99
H -2.10 1.17 5.54
H -1.09 1.50 -5.33
C -0.16 0.26 5.45
H 0.11 -1.24 -4.83
H -0.01 -1.87 3.74
C -0.13 -0.29 2.31
H -2.07 0.56 -4.15
H -1.95 0.19 1.62
C 1.00 -0.11 4.52
P 0.22 0.76 -3.43
H 0.84 0.14 -5.69
H 2.38 1.91 -3.50
H 1.04 3.08 -3.27
N -1.43 -0.05 2.47
C 0.69 -2.25 -1.88
C 1.35 2.17 -3.81
Cl 1.37 3.78 -0.18
C -1.35 1.09 -1.04
H 1.54 -1.47 2.90
H 1.78 -0.61 5.11
H 0.21 0.97 6.20
C 0.80 -0.40 -4.73
O -2.50 0.98 -1.13
```

Values from the calculation:
Total charge ... +2
E_LUMO (alpha / beta) ... -0.2768 / -0.2741 Ha
2S+1 ... 4
HOMO-LUMO gap (alpha / beta) ... 8.6 / 8.7 eV

---

[2]
Formula: C6H12IrN2OP
Source: the Open Molecules 2025 dataset
Level of theory: the ωB97M-V functional and the def2-TZVPD basis

The geometry in XYZ format:
```
23
C6H12IrN2OP, DFT the ωB97M-V functional and the def2-TZVPD basis
H 2.46 -1.19 3.56
C -0.71 -2.44 -2.33
Ir 0.41 1.69 0.29
P 0.24 3.51 -0.68
H 0.98 4.03 -1.80
C 0.80 -0.33 2.60
C -0.28 -0.23 -2.16
N 2.11 -0.58 2.85
H -2.29 0.16 -0.99
N -0.13 -0.75 3.48
C 0.19 -1.45 -2.81
H -1.05 -0.40 3.34
H -1.11 4.06 -0.69
H 0.24 0.71 -2.09
H -2.89 -2.45 -1.74
C -1.95 -1.88 -1.91
H 0.71 4.42 0.37
C -1.66 -0.55 -1.59
O 0.44 0.29 1.57
H 0.08 -1.38 4.26
H -0.57 -3.52 -2.58
H 2.77 -0.11 2.24
H 1.21 -1.61 -3.21
```

Values from the calculation:
E_LUMO (alpha / beta) ... 0.0085 / -0.0513 Ha
2S+1 ... 5
HOMO-LUMO gap (alpha / beta) ... 3.3 / 6.5 eV
Relative energy (zero: lowest compared OMol25 entry of this formula, charge and spin) ... 127.3 kJ/mol

---

[3]
Formula: C3H11N
Source: the Open Molecules 2025 dataset
Level of theory: the ωB97M-V functional and the def2-TZVPD basis

The geometry in XYZ format:
```
15
C3H11N, DFT the ωB97M-V functional and the def2-TZVPD basis
C 3.31 -1.18 -1.37
H -3.67 -0.65 1.88
H 4.31 -1.32 -1.79
C 3.03 0.16 -0.66
C -3.61 0.05 1.03
H -4.40 -0.42 0.45
N -3.85 1.42 1.40
H -2.60 -0.04 0.62
H -3.66 1.98 0.58
H -3.74 1.95 2.24
H 4.01 0.53 -0.33
H 2.43 0.06 0.24
H 2.63 0.83 -1.42
H 3.21 -2.03 -0.68
H 2.59 -1.33 -2.19
```

Values from the calculation:
Total charge ... -1
E_LUMO (alpha / beta) ... 0.1423 / 0.1532 Ha
2S+1 ... 2
HOMO-LUMO gap (alpha / beta) ... 2.3 / 9.4 eV
Relative energy (zero: lowest compared OMol25 entry of this formula, charge and spin) ... 91.2 kJ/mol

---

[4]
Formula: C3H14NO3S
Source: the Open Molecules 2025 dataset
Level of theory: the ωB97M-V functional and the def2-TZVPD basis

The geometry in XYZ format:
```
22
C3H14NO3S, DFT the ωB97M-V functional and the def2-TZVPD basis
O -0.06 -1.37 2.35
H -2.03 -0.65 2.04
H 1.06 -0.17 -0.45
H -0.27 -0.66 -1.22
H -1.83 0.54 0.21
H -0.04 0.87 -1.19
H -1.40 -1.90 0.97
H 0.55 1.20 2.18
H -0.22 -1.79 -4.47
H 3.16 0.79 -0.27
C -0.37 1.40 1.56
H -1.09 1.64 2.35
H 3.09 0.19 -1.66
H -0.91 3.38 0.36
N 0.01 0.07 -0.52
O 2.52 0.43 -0.91
H -0.43 -3.13 -3.79
O 0.00 -2.28 -3.67
H -0.07 -0.78 3.11
S 0.26 2.93 0.82
C -1.11 -0.99 1.50
C -0.84 0.28 0.69
```

Values from the calculation:
E_LUMO (alpha / beta) ... 0.0201 / 0.0113 Ha
2S+1 ... 2
HOMO-LUMO gap (alpha / beta) ... 3.3 / 9.9 eV
Relative energy (zero: lowest compared OMol25 entry of this formula, charge and spin) ... 273.0 kJ/mol

---

[5]
Formula: C34H43F25N3O11S2
Source: the Open Molecules 2025 dataset
Level of theory: the ωB97M-V functional and the def2-TZVPD basis

The geometry in XYZ format:
```
118
C34H43F25N3O11S2, DFT the ωB97M-V functional and the def2-TZVPD basis
H -2.14 4.05 2.18
H -2.09 0.05 -0.38
C -2.64 3.82 3.16
H -0.86 0.64 -5.35
C -0.99 0.19 -0.25
H -5.22 1.88 3.22
O -4.51 -1.35 0.66
F -0.64 -2.65 -9.71
F 3.84 5.84 0.81
F -4.64 -1.64 4.12
F -0.49 -0.12 -8.61
C -3.72 -1.75 1.80
C -0.58 0.34 3.04
C -0.38 -0.78 0.88
F -1.40 -0.10 -10.57
F -2.10 -5.29 5.53
F 6.19 2.86 -1.93
C 6.67 4.93 -3.01
H -3.19 -2.68 1.44
F -3.43 1.01 -5.47
H -0.24 2.48 2.62
H -1.44 -4.44 -4.48
H -0.75 1.27 -0.08
H -1.98 -2.77 -3.92
N 0.94 -0.21 1.31
H 2.66 -2.27 0.38
N -0.78 0.31 4.51
H -3.41 1.64 -7.70
S 2.39 1.26 3.07
S -4.45 3.82 2.89
H 0.47 -2.85 0.64
F -3.56 -0.89 -6.50
C 6.10 5.15 0.65
C 7.17 3.78 -2.14
H -2.93 1.82 4.11
F -2.02 -2.49 -8.04
H 0.37 -3.09 4.97
F 8.15 3.13 -2.84
O 1.98 2.12 4.16
H -2.99 -0.13 3.22
H -2.20 -2.14 -0.85
C -1.16 1.82 2.68
H 8.30 5.14 -0.83
N 2.21 -0.21 0.76
H 0.59 -1.86 -0.84
O 6.95 4.07 0.36
O 2.64 -0.45 -1.52
H -2.22 -1.77 4.66
O -5.08 4.24 4.13
C -2.77 -0.57 2.20
C -0.69 -3.33 5.25
H -3.01 0.27 1.49
F -0.30 -5.01 7.59
O -2.72 0.16 -8.84
H -2.40 4.68 3.83
C -2.59 0.93 -7.64
F 6.38 5.51 1.92
H 7.48 5.61 -3.27
C -1.36 -2.81 -0.55
H -2.60 -2.33 -9.94
C 0.17 -5.44 6.37
C -1.58 -0.51 -9.30
F -1.76 -0.88 -4.44
C -4.76 -2.21 2.88
C -1.21 -0.91 2.24
H -1.65 1.88 1.69
C -1.47 -0.23 -5.60
H -1.51 2.78 4.71
O -4.89 2.31 2.40
C 4.63 4.77 0.56
H 4.38 3.98 1.27
H 2.82 2.36 -1.12
F -0.72 -1.08 -6.34
H -1.75 -3.61 0.13
F 4.30 4.33 -0.69
C -0.88 -3.60 -1.85
F -4.74 -3.59 2.98
F 5.68 5.63 -2.41
H -1.69 1.55 -7.66
H -0.16 -4.39 -1.48
O -4.70 4.77 1.82
C 0.17 -0.18 5.13
F -0.39 -5.44 4.04
H 8.59 3.45 -0.59
F 1.44 -4.98 6.25
O 1.03 -0.67 5.70
C 2.31 0.26 -0.63
H -1.24 -3.17 2.16
O 3.35 0.32 3.59
C -2.16 -3.88 -3.81
H 1.21 1.77 -1.78
H 2.79 -1.75 2.10
H -0.52 -0.08 -1.24
C -1.70 -2.64 4.22
F 6.42 6.20 -0.12
F -6.03 -1.92 2.45
H -3.23 -4.05 -4.10
C -2.76 0.18 -6.31
C -0.81 -4.89 5.26
F 6.16 4.44 -4.17
H 4.11 -1.29 0.94
H -2.47 -3.43 4.01
H -0.31 -2.96 -2.56
H -0.81 -2.93 6.29
C 3.01 -1.43 1.04
H -3.94 -0.96 -0.02
O -1.98 -4.30 -2.44
H 1.34 2.15 -0.01
C -0.92 -2.35 2.87
C -2.07 2.46 3.79
F 3.02 2.26 1.95
C 7.79 4.18 -0.78
C 1.90 1.77 -0.90
C 0.87 0.43 2.45
C -1.77 -2.03 -9.29
C -0.09 -2.08 0.03
F 0.21 -6.81 6.37
H 0.19 -2.43 2.95
```

Values from the calculation:
Total charge ... +1
E_LUMO ... -0.2230 Ha
HOMO-LUMO gap ... 6.1 eV

---

[6]
Formula: C44H65N3OsS
Source: the Open Molecules 2025 dataset
Level of theory: the ωB97M-V functional and the def2-TZVPD basis

The geometry in XYZ format:
```
114
C44H65N3OsS, DFT the ωB97M-V functional and the def2-TZVPD basis
H -1.39 4.17 -1.85
C -0.73 5.55 0.30
H 1.72 -4.69 3.26
C 3.03 -2.74 -0.78
H -4.79 -1.91 1.03
C 3.89 -3.19 1.83
H -1.37 6.36 -0.04
S -2.26 -2.43 3.68
C -4.29 -0.05 0.06
H 4.02 -0.94 -2.50
C -2.36 0.09 -1.66
H 4.04 1.29 1.07
H 0.86 -3.69 4.44
C -3.77 0.69 1.29
H 2.12 1.79 2.25
H 4.51 -2.45 -3.26
H 0.50 2.42 5.36
C 3.66 -1.81 -3.04
C 1.33 2.03 1.56
N 0.96 -1.79 0.09
Os -0.22 0.47 0.64
C 2.51 1.33 -2.02
C 2.60 -2.56 -2.22
H -4.45 -2.07 -0.69
H -3.13 -1.84 0.45
H -2.70 0.87 1.20
H 0.04 1.90 -3.93
H 3.62 3.63 0.30
C 1.49 2.01 0.15
H -5.46 1.45 -1.73
H 0.62 -2.59 2.35
C 0.82 2.30 4.32
H 2.84 3.92 -1.26
C -0.86 -1.39 -4.39
H 4.95 -3.49 -1.34
H -0.44 1.03 -5.38
H -3.95 0.11 2.19
C 0.02 -2.44 -0.57
H 4.60 0.67 -0.48
C 2.60 -2.73 1.62
H -0.35 5.81 1.29
H -2.36 2.74 3.11
H -1.48 -1.18 -5.25
C 3.46 3.22 -0.70
C 4.74 -3.44 0.77
H 1.68 -1.98 -2.24
C 1.85 -1.24 3.46
C -2.86 1.04 -3.83
H -2.45 2.94 -1.15
H 3.20 -4.56 -2.80
H 0.15 2.84 -1.40
C -2.73 4.40 1.26
H 2.62 -3.66 4.39
H -3.32 5.24 0.90
C -1.57 2.35 3.73
H 1.81 2.76 4.23
C -0.21 2.97 3.40
H -1.82 2.53 4.78
C 0.04 0.93 -4.41
H 2.88 -1.15 3.81
C 3.72 0.87 0.12
H -2.46 4.61 2.29
C 2.19 -2.42 0.31
H 0.90 1.23 4.12
H -1.85 -2.41 -1.58
H 1.65 -0.44 2.74
H -3.36 3.52 1.22
C -1.51 4.23 0.34
H 4.22 -3.38 2.84
H 1.50 -4.43 -2.37
H -4.28 1.65 1.40
C 2.32 -3.92 -2.86
H -1.52 1.27 3.57
C -3.66 0.42 -1.23
C -2.10 3.97 -1.06
C -0.49 3.15 0.71
H 0.10 -1.77 -4.74
H -4.75 2.04 -4.01
H -2.58 1.25 -4.85
N -0.95 -0.67 2.01
H -1.35 -2.17 -3.81
C 1.72 -3.73 3.77
H 3.21 -0.08 0.31
H 1.97 0.39 -1.97
H 5.74 -3.80 0.96
C -1.14 -1.82 -1.02
H -5.37 0.15 -0.01
H 1.18 -1.13 4.30
H 1.92 2.04 -2.59
H 4.42 3.13 -1.20
C 0.14 2.75 1.93
H -0.29 4.57 4.83
C 0.29 2.58 -0.36
H 3.45 1.17 -2.56
H -0.94 5.04 3.27
H -0.01 -0.36 -2.71
H -2.95 4.62 -1.22
C -0.17 4.47 3.76
C -4.09 1.48 -3.36
H 0.13 -3.51 -0.76
C -4.48 1.15 -2.08
H 3.23 -1.50 -3.99
C 4.29 -3.24 -0.52
C -1.51 -1.43 2.71
H 0.80 4.89 3.48
H 1.07 0.63 -4.59
H 0.12 5.48 -0.38
C 2.79 1.84 -0.61
N -1.40 -0.52 -0.83
C -1.99 0.36 -3.00
H 2.06 -3.79 -3.91
C -0.66 -0.12 -3.55
C -4.15 -1.57 0.22
C 1.63 -2.58 2.77
```

Values from the calculation:
E_LUMO (alpha / beta) ... -0.0455 / -0.0455 Ha
HOMO-LUMO gap (alpha / beta) ... 5.8 / 5.8 eV

---

[7]
Formula: C3H6N2O
Source: the Open Molecules 2025 dataset
Level of theory: the ωB97M-V functional and the def2-TZVPD basis

The geometry in XYZ format:
```
12
C3H6N2O, DFT the ωB97M-V functional and the def2-TZVPD basis
H -1.28 -2.15 1.50
O -0.40 -1.85 1.21
H 1.59 -0.86 0.26
C 0.15 1.83 -0.89
H 0.23 2.88 -0.56
N -1.71 -0.53 -0.08
H 1.30 1.35 0.76
H 0.82 -0.61 -1.33
N 0.80 1.06 -0.09
C 0.77 -0.38 -0.27
H -1.71 0.20 -0.78
C -0.56 -0.92 0.27
```

Values from the calculation:
E_LUMO ... 0.0298 Ha
HOMO-LUMO gap ... 9.4 eV
Relative energy (zero: lowest compared OMol25 entry of this formula, charge and spin) ... 296.6 kJ/mol

---

[8]
Formula: C48H42BrCl3InN5O3S3
Source: the Open Molecules 2025 dataset
Level of theory: the ωB97M-V functional and the def2-TZVPD basis

The geometry in XYZ format:
```
106
C48H42BrCl3InN5O3S3, DFT the ωB97M-V functional and the def2-TZVPD basis
H 2.03 0.66 -2.65
C -4.37 2.29 -2.85
H 5.82 -1.37 -2.87
C -0.37 -2.82 -4.59
C 4.83 -1.37 -0.26
H 4.07 1.68 -1.64
C 2.90 -2.46 -1.39
C 0.95 -1.27 5.80
C -2.28 -2.19 -3.31
O -0.10 2.08 1.72
O 0.84 3.07 -0.50
H 2.60 -3.13 -2.20
C -0.24 -1.01 5.12
C -1.45 -1.80 -2.28
H -4.29 -2.72 -3.85
H -4.07 -2.30 -2.14
N 1.91 -1.50 6.40
C -0.28 -0.63 3.78
C -2.54 2.24 7.71
C -1.47 2.68 5.66
N 0.21 4.18 5.37
H -3.39 -3.81 1.32
H 0.00 -4.34 -1.21
C -2.46 2.00 6.36
C 1.60 5.81 1.79
C -0.61 3.61 6.30
C -1.84 -5.17 -1.95
H 1.86 5.59 -0.33
C 0.44 3.31 1.79
S -0.60 -3.17 1.30
C -0.04 -1.83 -2.37
C 1.14 5.30 2.97
C -2.07 1.71 -2.99
H 1.51 -2.61 -3.68
H -3.12 1.31 5.86
H 2.16 -0.78 -3.64
C -0.09 3.62 4.22
C 2.13 -1.13 -1.48
H 2.04 0.66 -0.30
C 1.11 3.62 -1.76
H 4.30 0.38 -3.73
C -3.75 -4.87 -0.52
H -4.80 -5.03 -0.32
C -2.97 -4.19 0.40
H 0.89 2.83 -2.48
H 5.60 0.81 -1.64
H 4.56 -1.89 0.66
S -1.77 -0.27 3.03
Br 2.42 7.54 1.78
C -1.06 -4.50 -1.03
Cl -3.33 0.52 0.54
C -0.71 3.83 7.67
H 0.26 1.50 2.42
N 0.71 -1.37 -1.35
S 1.17 -0.39 2.88
N -1.11 2.71 4.34
H -1.40 -5.54 -2.86
H 4.41 -2.11 -3.62
H 4.38 0.58 0.55
Cl -5.80 2.97 -3.56
C -3.28 1.27 -1.00
C 2.52 -0.31 -2.73
H -0.52 -3.82 -6.49
C 0.46 -2.42 -3.56
C 0.94 3.87 0.58
H 0.79 -2.65 -6.39
C -1.61 -3.99 0.13
C 1.50 5.13 0.58
O -0.93 0.90 -1.09
H 0.95 -4.21 -5.58
H -1.50 2.11 3.62
H 1.22 5.84 3.90
C -1.74 -2.68 -4.49
Cl -0.65 1.55 -3.96
H -4.07 -1.03 -3.37
C -3.20 2.24 -3.58
C -2.01 1.26 -1.64
C 0.25 -3.41 -5.83
H -0.05 4.53 8.16
In -0.43 -0.66 0.58
C 0.51 4.05 2.97
C -1.41 -1.17 5.86
H 2.16 3.93 -1.86
C 2.60 -0.28 -0.29
H -1.77 3.28 9.42
C 4.73 -1.50 -2.77
H -2.38 -2.96 -5.32
H -5.34 1.80 -0.99
H 2.63 -2.93 -0.44
C 4.41 -2.22 -1.46
H 2.35 -0.81 0.64
C 4.51 0.69 -1.60
C -1.67 3.14 8.36
H -3.29 1.72 8.30
C -4.43 1.79 -1.56
H -1.90 -1.46 -1.36
H 5.91 -1.22 -0.27
H 0.45 4.47 -1.97
N -2.37 -1.29 6.49
H -3.16 2.60 -4.60
H 4.94 -3.18 -1.44
C 4.10 -0.03 -0.32
C -3.77 -2.06 -3.16
C 4.04 -0.14 -2.80
H -3.81 -5.88 -2.41
C -3.19 -5.36 -1.69
```

Values from the calculation:
Total charge ... -2
E_LUMO ... 0.1303 Ha
HOMO-LUMO gap ... 5.9 eV
Relative energy (zero: lowest compared OMol25 entry of this formula, charge and spin) ... 170.0 kJ/mol